No. 1
{
  "formula": "C32H56NO14P",
  "method": "wB97M-V/def2-TZVPD",
  "symbols": ["N", "C", "O", "C", "C", "P", "O", "C", "O", "O", "C", "O", "H", "H", "C", "C", "O", "C", "H", "H", "H", "H", "H", "H", "C", "C", "O", "C", "H", "H", "H", "H", "H", "H", "C", "C", "O", "C", "H", "H", "H", "H", "H", "H", "C", "C", "O", "C", "H", "H", "H", "H", "H", "H", "C", "C", "O", "C", "H", "H", "H", "H", "H", "H", "C", "C", "O", "C", "H", "H", "H", "H", "H", "H", "C", "C", "O", "C", "H", "H", "H", "H", "H", "H", "C", "C", "O", "C", "H", "H", "H", "H", "H", "H", "C", "C", "O", "C", "H", "H", "H", "H", "H", "H"],
  "positions_angstrom": [[-0.71781, 2.23179, 5.33472], [-0.43724, 2.75207, 4.34783], [-0.12714, 3.34486, 3.23864], [1.15040, 3.13506, 2.78346], [1.68198, 2.04863, 2.23957], [0.94010, 0.45184, 1.81990], [0.42295, 0.43286, 0.44019], [3.11088, 2.43521, 1.97717], [4.05544, 1.73751, 1.91744], [3.16618, 3.82996, 1.96312], [2.16639, 4.23928, 2.82972], [2.20821, 5.21519, 3.49149], [-0.01745, 0.30481, 2.83373], [1.98271, -0.43531, 2.11168], [-1.95600, -0.95122, -1.28565], [-2.46843, -2.25602, -0.73382], [-2.21959, -2.59634, 0.40785], [-3.30685, -3.10702, -1.64601], [-1.36822, -0.44116, -0.52736], [-1.33634, -1.13327, -2.16576], [-2.80453, -0.33315, -1.58695], [-2.74097, -3.37731, -2.53873], [-4.18471, -2.54637, -1.97054], [-3.61309, -4.01545, -1.13648], [6.10024, -2.07022, -0.87158], [5.78185, -1.39186, 0.43975], [5.02148, -1.88515, 1.24045], [6.45437, -0.06517, 0.69632], [5.55684, -3.00930, -0.94088], [5.81798, -1.42348, -1.70407], [7.17241, -2.26164, -0.94345], [6.17360, 0.64917, -0.07971], [7.54004, -0.17830, 0.68159], [6.13973, 0.31800, 1.66204], [-2.48360, -7.03992, 0.31784], [-2.95952, -7.22204, -1.10423], [-3.52306, -6.33129, -1.69808], [-2.68396, -8.56202, -1.73712], [-2.72700, -6.03690, 0.66216], [-2.95678, -7.77963, 0.96683], [-1.40522, -7.19859, 0.36708], [-3.15859, -9.35350, -1.15436], [-1.61211, -8.75361, -1.75089], [-3.07789, -8.57172, -2.75148], [4.01490, 5.54344, -0.54489], [3.00435, 4.84266, -1.41444], [2.91572, 3.63223, -1.42195], [2.09546, 5.70375, -2.25137], [4.57364, 4.78766, 0.00130], [4.70384, 6.14015, -1.14135], [3.51872, 6.20993, 0.16210], [2.67524, 6.32783, -2.93321], [1.50936, 6.35790, -1.60326], [1.41782, 5.07222, -2.82186], [-2.77746, 6.58656, 0.30060], [-1.38148, 6.31130, -0.20365], [-0.86003, 7.00594, -1.04357], [-0.67580, 5.11790, 0.40202], [-3.18234, 7.46119, -0.20212], [-3.42025, 5.72513, 0.11075], [-2.75875, 6.76047, 1.37803], [-1.24782, 4.20659, 0.21722], [-0.59588, 5.25274, 1.48316], [0.31594, 5.00763, -0.03253], [0.87265, -10.24018, 1.87169], [0.42834, -10.46792, 0.44751], [-0.14257, -9.60930, -0.18404], [0.73137, -11.82088, -0.14884], [0.59962, -9.23592, 2.18611], [0.40199, -10.97027, 2.53245], [1.95391, -10.36524, 1.95049], [0.25529, -12.60527, 0.44206], [1.80764, -12.00127, -0.13966], [0.36468, -11.86247, -1.17140], [-6.84329, 0.37738, 1.97800], [-5.61022, -0.18723, 1.30980], [-5.22890, 0.23261, 0.24030], [-4.88946, -1.29100, 2.03913], [-7.27272, 1.16174, 1.35910], [-7.58041, -0.41306, 2.12969], [-6.58482, 0.78518, 2.95679], [-5.56457, -2.13592, 2.18886], [-4.56717, -0.93821, 3.02089], [-4.02576, -1.61325, 1.46325], [7.10113, 8.68688, 2.11260], [6.95669, 8.18440, 0.69634], [5.87883, 7.89581, 0.23208], [8.22792, 8.05937, -0.10906], [6.12400, 8.73207, 2.58690], [7.75229, 8.02117, 2.68173], [7.55396, 9.67990, 2.11331], [8.91749, 7.37211, 0.38412], [8.72007, 9.03044, -0.18542], [7.99715, 7.69005, -1.10523], [-6.17595, -0.07365, -2.98175], [-6.16546, -1.12057, -4.06854], [-5.25042, -1.89935, -4.19844], [-7.36284, -1.14823, -4.99117], [-5.27685, -0.14442, -2.37632], [-6.23816, 0.92277, -3.42382], [-7.04622, -0.20730, -2.33683], [-7.46503, -0.18859, -5.50098], [-8.27442, -1.32142, -4.41648], [-7.24072, -1.93988, -5.72636]],
  "forces_ev_per_a": [[0.0, 0.0, -0.1], [-0.1, -0.3, 0.5], [-0.1, 0.2, -0.1], [0.2, -0.2, -0.3], [0.0, 0.2, 0.3], [-0.1, -0.1, -0.5], [0.1, 0.1, 0.1], [-0.7, 0.2, -0.2], [0.4, -0.2, -0.4], [0.5, -0.1, 1.0], [0.1, -0.1, -0.5], [-0.3, 0.3, -0.1], [0.1, -0.1, 0.1], [0.0, 0.0, 0.2], [0.0, -0.1, 0.2], [0.1, 0.0, 0.0], [0.0, 0.0, -0.1], [0.0, 0.0, 0.3], [0.0, 0.0, -0.1], [-0.1, 0.0, 0.0], [0.0, 0.0, -0.1], [-0.1, 0.1, -0.1], [0.1, 0.0, -0.1], [0.0, 0.0, 0.0], [-0.1, -0.1, 0.1], [0.0, 0.0, 0.0], [0.0, 0.0, 0.0], [-0.1, 0.0, 0.1], [0.0, 0.0, 0.0], [0.1, 0.0, 0.0], [0.0, 0.1, 0.0], [0.1, 0.0, 0.0], [0.0, 0.0, -0.1], [0.0, 0.0, 0.0], [0.0, 0.1, 0.0], [0.1, 0.0, 0.1], [0.0, -0.1, 0.0], [-0.2, 0.1, -0.3], [0.0, 0.0, 0.0], [0.0, 0.0, 0.0], [0.0, -0.1, 0.0], [0.1, 0.0, 0.0], [0.0, -0.1, 0.1], [0.0, 0.0, 0.0], [0.0, -0.3, 0.0], [0.0, 0.0, 0.0], [-0.1, 0.0, 0.1], [0.0, -0.2, 0.0], [0.1, 0.1, 0.0], [-0.1, 0.1, 0.0], [0.0, 0.1, -0.1], [0.0, 0.1, 0.1], [0.0, 0.1, -0.1], [0.0, 0.0, 0.0], [0.0, 0.1, -0.1], [0.0, 0.0, 0.0], [0.0, 0.0, 0.1], [0.1, 0.0, -0.1], [0.0, 0.0, 0.0], [0.0, 0.0, 0.1], [0.0, -0.1, 0.0], [0.0, 0.0, 0.0], [-0.1, 0.0, 0.0], [0.0, 0.0, 0.0], [-0.1, 0.1, 0.0], [0.0, 0.0, 0.0], [0.1, 0.0, 0.1], [-0.1, 0.1, -0.1], [0.0, 0.0, 0.0], [0.0, 0.0, 0.0], [0.0, -0.1, 0.0], [0.0, 0.0, 0.0], [0.0, 0.0, 0.1], [0.0, 0.0, 0.0], [0.0, 0.1, -0.1], [0.0, 0.0, 0.0], [0.0, 0.0, 0.0], [0.1, 0.1, -0.2], [0.0, 0.0, 0.0], [0.0, 0.0, 0.1], [0.0, -0.1, 0.0], [0.0, 0.0, 0.1], [-0.1, 0.0, 0.0], [0.0, 0.0, 0.1], [-0.1, 0.0, 0.0], [0.0, 0.0, 0.0], [0.1, 0.1, 0.0], [-0.1, 0.0, -0.1], [0.0, 0.0, 0.0], [0.0, 0.0, 0.0], [0.1, 0.0, 0.0], [0.0, 0.0, 0.0], [0.0, 0.0, 0.0], [0.0, 0.0, 0.0], [0.1, -0.1, 0.0], [0.0, 0.0, 0.0], [0.0, 0.0, 0.0], [0.1, -0.1, 0.0], [0.0, 0.0, 0.0], [-0.1, 0.0, 0.0], [0.0, 0.0, 0.0], [0.0, 0.0, 0.0], [0.0, 0.1, 0.0], [0.0, 0.0, 0.0]],
  "smiles": "N#COC1=C([PH2]=O)C(=O)OC1=O.CC(C)=O.CC(C)=O.CC(C)=O.CC(C)=O.CC(C)=O.CC(C)=O.CC(C)=O.CC(C)=O.CC(C)=O",
  "orbital_gap_ev": 7.11
}


No. 2
{
  "formula": "C5H11N",
  "method": "wB97M-V/def2-TZVPD",
  "symbols": ["C", "C", "N", "C", "C", "C", "H", "H", "H", "H", "H", "H", "H", "H", "H", "H", "H"],
  "positions_angstrom": [[-1.46240, 1.26836, -0.15707], [-1.11730, -0.20759, -0.14285], [0.37046, -0.43224, -0.16546], [0.77323, -1.71848, 0.47992], [1.16513, -0.53650, 1.24448], [1.36947, 0.54637, -0.71461], [-2.53564, 1.41485, 0.00310], [-0.92178, 1.78011, 0.64296], [-1.20014, 1.72471, -1.11451], [-1.48931, -0.65139, 0.79403], [-1.66059, -0.72837, -0.95323], [-0.09451, -2.31087, 0.78626], [1.49792, -2.31300, -0.08101], [0.37567, -0.22002, 1.92912], [1.62932, 1.38060, -0.02913], [0.97364, 0.95948, -1.63255], [2.32681, 0.04399, -0.88944]],
  "forces_ev_per_a": [[0.0, 0.1, 0.0], [0.3, 0.3, 0.2], [0.2, 0.6, 0.8], [0.1, -0.1, -0.1], [-0.3, -0.3, 0.9], [-0.1, 0.1, -0.7], [0.2, -0.1, 0.0], [-0.1, 0.1, -0.1], [0.0, 0.0, 0.1], [0.3, 0.1, -0.2], [0.7, 0.1, 0.1], [0.0, 0.1, -0.4], [0.0, 0.2, 0.1], [-0.1, -0.5, 0.5], [-0.7, -0.7, -0.3], [0.0, 0.1, -0.6], [-0.5, -0.1, -0.1]],
  "de_lowest_kcal_mol": 105.19,
  "orbital_gap_ev": 7.99
}


No. 3
{
  "formula": "C23H32BBrCeN7",
  "method": "wB97M-V/def2-TZVPD",
  "symbols": ["Ce", "C", "C", "C", "C", "C", "C", "N", "N", "B", "N", "C", "C", "C", "N", "C", "C", "C", "N", "C", "C", "C", "N", "C", "C", "C", "H", "H", "H", "H", "H", "H", "H", "H", "H", "H", "H", "H", "H", "H", "H", "H", "H", "H", "H", "H", "H", "H", "H", "H", "H", "H", "H", "H", "Br", "C", "C", "C", "C", "N", "C", "H", "H", "H", "H"],
  "positions_angstrom": [[-0.05657, -0.10824, -0.37935], [4.69781, -0.36219, 0.17647], [3.81228, 0.81068, -0.25782], [3.04252, 0.44018, -1.53485], [2.90495, 1.26863, 0.84950], [3.25281, 1.99168, 1.99251], [2.05890, 2.24123, 2.63544], [1.05725, 1.70708, 1.92109], [1.57235, 1.08082, 0.82391], [-0.45346, 2.00952, 2.12534], [-1.02999, 2.63642, 0.82686], [-1.63312, 3.82848, 0.72366], [-2.03282, 4.02298, -0.58251], [-1.62533, 2.87009, -1.25719], [-1.02128, 2.03329, -0.39452], [-1.78092, 2.55967, -2.72042], [-1.05810, 3.62812, -3.55043], [-1.27418, 1.15528, -3.09182], [-1.23466, 0.70726, 2.43047], [-1.94853, 0.47924, 3.54099], [-2.64773, -0.69753, 3.39011], [-2.31580, -1.15513, 2.11324], [-1.44126, -0.30795, 1.54021], [-2.89634, -2.35661, 1.42753], [-2.21449, -2.70417, 0.09998], [-4.39729, -2.12229, 1.21472], [5.44143, -0.55154, -0.59310], [4.11307, -1.27197, 0.32666], [5.22017, -0.12417, 1.09766], [4.47171, 1.65582, -0.48600], [2.53643, -0.53406, -1.40458], [3.75226, 0.32228, -2.35294], [2.33526, 1.23909, -1.81457], [4.22311, 2.32221, 2.30074], [1.88253, 2.76098, 3.55539], [-0.58332, 2.76532, 3.01911], [-1.74616, 4.47711, 1.56742], [-2.54718, 4.87187, -0.98589], [-2.84852, 2.61539, -2.96778], [0.01217, 3.61945, -3.34921], [-1.44312, 4.61327, -3.30476], [-1.22624, 3.45744, -4.61073], [-0.17459, 1.08596, -2.93989], [-1.45596, 0.98738, -4.15304], [-1.83651, 0.37153, -2.54102], [-1.92370, 1.15290, 4.37332], [-3.30703, -1.15152, 4.09971], [-2.78400, -3.20779, 2.10714], [-2.18676, -1.82737, -0.58616], [-2.79522, -3.47623, -0.39928], [-1.21721, -3.11336, 0.27730], [-4.56133, -1.30902, 0.51092], [-4.87353, -1.85589, 2.15281], [-4.87152, -3.02439, 0.83625], [1.64142, -5.61496, -3.27095], [1.55597, -4.47586, -1.75904], [1.99031, -4.91767, -0.51062], [1.90068, -4.04555, 0.56313], [1.37079, -2.78087, 0.37004], [0.93756, -2.34933, -0.83498], [1.03904, -3.18520, -1.87415], [2.39558, -5.91189, -0.39361], [2.23722, -4.34521, 1.54319], [1.28588, -2.07652, 1.20947], [0.70233, -2.82415, -2.84104]],
  "forces_ev_per_a": [[0.0, 0.7, 1.1], [0.0, 0.2, 0.0], [-0.2, -0.2, -0.1], [-0.1, 0.4, 0.4], [1.3, 0.3, -0.1], [-0.2, -0.4, -0.6], [-0.2, -0.3, -0.4], [-0.4, 0.4, 0.8], [-1.2, -0.6, -0.5], [0.0, -0.4, -0.4], [0.1, 0.4, 0.8], [0.1, -0.4, -0.2], [0.2, -0.7, -0.4], [-0.7, 0.8, -0.9], [0.6, -1.1, 0.3], [0.2, -0.1, 0.1], [-0.1, -0.1, 0.0], [-0.2, 0.3, 0.5], [0.1, 0.7, 0.6], [0.2, -0.2, -0.5], [0.2, -0.2, -0.7], [-0.8, -0.9, 0.6], [1.0, 0.4, -1.1], [0.0, 0.2, -0.3], [0.1, 0.0, 0.7], [0.1, 0.0, 0.1], [0.1, -0.1, 0.0], [0.0, 0.0, 0.0], [0.1, -0.1, 0.1], [-0.1, 0.0, 0.0], [0.0, 0.0, -0.1], [-0.2, -0.1, -0.1], [0.1, -0.1, -0.1], [0.3, 0.0, 0.0], [-0.2, 0.2, 0.2], [0.0, 0.1, 0.2], [0.0, 0.1, 0.3], [-0.1, 0.1, -0.1], [0.1, -0.1, 0.1], [0.1, 0.0, 0.0], [0.0, 0.1, 0.0], [0.0, 0.0, -0.1], [-0.1, 0.0, 0.0], [0.1, -0.3, 0.1], [0.1, 0.0, -0.1], [0.1, 0.3, 0.1], [-0.2, -0.2, 0.1], [0.1, 0.0, -0.1], [-0.1, -0.1, 0.0], [0.0, 0.1, -0.3], [0.0, 0.1, -0.2], [-0.1, 0.1, -0.1], [-0.1, 0.0, 0.1], [0.0, 0.0, 0.0], [-0.1, 0.5, 0.6], [-0.1, -0.2, -0.3], [-0.1, 0.3, -0.3], [-0.1, 0.3, 0.2], [0.0, 0.2, 0.1], [0.1, 0.1, 0.5], [-0.1, -0.2, -0.7], [0.0, -0.1, 0.0], [0.0, 0.0, 0.1], [0.1, -0.2, -0.1], [0.0, -0.1, 0.1]],
  "de_lowest_kcal_mol": 10.64,
  "charge": 3,
  "orbital_gap_ev": [4.88, 4.87]
}